Here is a 8-piece molecular cluster, C16H48O8 overall in a non-equilibrium geometry from OMol25. Energies are from ωB97M-V with the def2-TZVPD basis set.

XYZ file:
```
72
C16H48O8 | OMol25 | ωB97M-V with the def2-TZVPD basis set
C -0.083 1.050 -1.172
C 0.914 0.088 -0.512
O 1.492 -0.778 -1.472
H -0.451 1.742 -0.415
H -0.880 0.455 -1.623
H 0.486 1.539 -1.964
H 0.425 -0.504 0.273
H 1.709 0.703 -0.087
H 0.799 -1.447 -1.700
C -4.311 -3.125 0.791
C -3.150 -2.210 1.066
O -2.478 -1.896 -0.174
H -4.047 -3.931 0.108
H -5.164 -2.607 0.343
H -4.723 -3.567 1.704
H -2.427 -2.602 1.777
H -3.509 -1.253 1.464
H -3.089 -1.428 -0.752
C 1.903 3.161 1.490
C 2.423 2.784 2.867
O 2.602 1.378 2.927
H 2.555 2.866 0.662
H 1.794 4.225 1.273
H 0.966 2.610 1.406
H 1.706 3.146 3.609
H 3.360 3.311 3.072
H 2.040 1.062 3.639
C -2.879 2.988 -3.650
C -1.927 2.218 -4.585
O -2.059 2.711 -5.909
H -2.549 2.896 -2.610
H -3.892 2.589 -3.721
H -2.906 4.052 -3.877
H -2.215 1.162 -4.537
H -0.896 2.323 -4.257
H -2.893 2.410 -6.277
C 5.380 1.734 -2.992
C 4.240 1.131 -2.204
O 3.539 0.203 -3.027
H 6.154 0.966 -3.083
H 5.867 2.608 -2.554
H 5.092 2.081 -3.984
H 3.537 1.938 -1.941
H 4.537 0.595 -1.298
H 2.783 -0.141 -2.505
C 0.406 -4.208 -0.830
C -0.264 -3.814 -2.152
O -0.583 -2.419 -2.171
H 0.436 -5.291 -0.694
H -0.156 -3.811 0.017
H 1.431 -3.835 -0.823
H -1.224 -4.341 -2.213
H 0.349 -4.018 -3.025
H -1.268 -2.260 -1.492
C -1.593 1.487 2.345
C -2.354 1.524 3.664
O -1.421 1.887 4.696
H -2.260 1.211 1.526
H -0.824 0.716 2.397
H -1.173 2.473 2.159
H -2.743 0.538 3.936
H -3.189 2.223 3.598
H -1.941 2.267 5.411
C 1.684 -2.178 2.537
C 0.306 -2.376 3.157
O 0.406 -2.315 4.600
H 2.355 -2.970 2.864
H 2.127 -1.226 2.826
H 1.563 -2.202 1.450
H -0.111 -3.341 2.884
H -0.361 -1.545 2.904
H 0.626 -1.413 4.840
```

Values from the calculation:
**Relative energy (zero: lowest compared OMol25 entry of this formula, charge and spin)**: 50.8 kcal per mole
**Structure (SMILES)**: CCO.CCO.CCO.CCO.CCO.CCO.CCO.CCO
**LUMO**: 0.2 eV
**Kohn-Sham gap**: 9.25 eV

Here is a 8-piece molecular cluster, C16H48O8 overall from OMol25. Energies are from ωB97M-V with the def2-TZVPD basis set.

XYZ file:
```
72
C16H48O8 | OMol25 | ωB97M-V with the def2-TZVPD basis set
C -2.575 5.085 2.632
C -2.254 4.237 1.419
O -1.687 2.989 1.834
H -1.661 5.260 3.210
H -3.288 4.574 3.273
H -2.953 6.067 2.342
H -1.594 4.745 0.714
H -3.192 4.009 0.902
H -0.773 2.973 1.532
C -2.333 -1.147 -4.128
C -3.351 -1.534 -3.090
O -3.885 -2.822 -3.409
H -1.534 -1.888 -4.181
H -1.863 -0.194 -3.864
H -2.771 -1.028 -5.117
H -4.176 -0.817 -3.048
H -2.894 -1.545 -2.094
H -4.135 -3.257 -2.593
C 1.677 2.890 3.542
C 1.433 2.110 2.276
O 1.099 2.973 1.163
H 2.542 3.549 3.443
H 1.899 2.211 4.370
H 0.795 3.467 3.818
H 0.594 1.426 2.393
H 2.317 1.519 2.016
H 1.890 3.479 0.950
C 0.888 -0.978 -0.078
C -0.001 0.091 -0.659
O 0.725 1.249 -1.090
H 1.668 -1.303 -0.764
H 0.271 -1.842 0.195
H 1.337 -0.646 0.861
H -0.746 0.362 0.107
H -0.620 -0.227 -1.501
H 1.011 1.740 -0.306
C 2.667 -0.872 -5.178
C 1.818 -0.613 -3.964
O 1.883 0.772 -3.664
H 2.778 -1.947 -5.341
H 3.649 -0.413 -5.075
H 2.201 -0.475 -6.083
H 2.197 -1.198 -3.115
H 0.783 -0.914 -4.169
H 1.446 0.917 -2.813
C -3.573 1.896 -1.514
C -2.600 2.627 -2.396
O -3.355 3.287 -3.418
H -3.060 1.203 -0.841
H -4.246 1.276 -2.104
H -4.157 2.584 -0.903
H -1.917 1.914 -2.879
H -1.959 3.322 -1.846
H -2.800 3.947 -3.840
C 3.185 -3.943 0.809
C 3.256 -5.434 1.013
O 3.686 -5.666 2.355
H 2.549 -3.491 1.573
H 2.784 -3.694 -0.175
H 4.158 -3.454 0.894
H 3.946 -5.905 0.306
H 2.262 -5.869 0.857
H 3.538 -6.592 2.569
C 0.520 -1.985 3.829
C 0.829 -2.190 5.303
O 0.847 -3.571 5.655
H -0.322 -2.609 3.527
H 1.371 -2.291 3.213
H 0.300 -0.939 3.605
H 0.045 -1.752 5.918
H 1.792 -1.732 5.546
H 1.636 -3.974 5.280
```

Values from the calculation:
**Relative energy (zero: lowest compared OMol25 entry of this formula, charge and spin)**: 43.7 kcal per mole
**Structure (SMILES)**: CCO.CCO.CCO.CCO.CCO.CCO.CCO.CCO
**LUMO**: 0.3 eV
**Kohn-Sham gap**: 10.02 eV

Here is a 8-piece molecular cluster, C16H48O8S2 overall in a non-equilibrium geometry from OMol25. Energies are from ωB97M-V with the def2-TZVPD basis set.

XYZ file:
```
74
C16H48O8S2 | OMol25 | ωB97M-V with the def2-TZVPD basis set
C 2.483 -2.590 1.844
C 2.734 -3.846 1.065
O 4.146 -4.139 1.139
H 1.571 -2.099 1.898
H 3.175 -2.003 1.437
H 2.619 -2.592 2.889
H 2.476 -3.629 0.040
H 2.144 -4.799 1.147
H 4.349 -4.843 0.378
C 1.044 3.826 1.584
C -0.403 3.679 1.591
O -0.784 4.367 0.417
H 1.541 2.797 1.250
H 1.330 3.830 2.610
H 1.510 4.632 0.993
H -0.847 4.354 2.519
H -0.663 2.777 1.675
H -1.573 4.252 0.079
C -4.784 -2.231 -1.569
C -5.710 -1.094 -2.191
O -6.027 -1.227 -3.548
H -3.875 -1.991 -1.974
H -5.145 -3.172 -1.919
H -4.592 -2.308 -0.491
H -5.016 -0.245 -1.962
H -6.653 -0.861 -1.639
H -6.556 -0.461 -3.647
C 4.099 0.541 -0.179
C 3.888 1.660 0.962
O 5.069 1.878 1.659
H 3.052 0.438 -0.865
H 4.220 -0.516 0.189
H 4.671 0.681 -0.828
H 3.192 1.474 1.787
H 3.584 2.509 0.488
H 5.523 1.007 2.089
C 0.771 -0.120 2.994
C 1.832 -0.353 4.076
O 1.565 0.388 5.265
H 1.113 -0.087 1.987
H 0.440 0.902 2.827
H -0.286 -0.402 3.250
H 2.931 -0.027 3.705
H 1.850 -1.355 4.186
H 1.070 -0.145 5.813
C 0.124 -0.317 -0.902
C -1.178 0.145 -0.257
O -1.747 0.992 -1.324
H 0.881 -0.841 -0.414
H 0.860 0.455 -1.345
H 0.121 -0.999 -1.837
H -0.888 0.777 0.688
H -1.927 -0.619 -0.249
H -2.145 1.567 -0.770
C 2.750 -1.243 -3.152
S 3.541 -2.205 -4.447
O 4.532 -3.193 -3.815
C 2.179 -3.160 -5.040
H 2.582 -2.043 -2.481
H 1.989 -0.731 -3.634
H 3.467 -0.485 -2.866
H 2.506 -3.653 -6.037
H 1.393 -2.644 -5.600
H 1.712 -3.887 -4.296
C -4.282 1.305 0.970
S -4.149 3.026 0.723
O -2.966 3.227 -0.248
C -5.667 3.205 -0.242
H -3.275 0.819 1.489
H -4.437 0.804 0.154
H -5.306 1.131 1.352
H -5.857 4.057 -0.591
H -6.516 2.893 0.415
H -5.377 2.759 -1.266
```

Values from the calculation:
**Relative energy (zero: lowest compared OMol25 entry of this formula, charge and spin)**: 50.0 kcal per mole
**LUMO**: 0.1 eV
**Kohn-Sham gap**: 8.94 eV

Among the records above, which one has the highest Kohn-Sham gap?
number 2